1.
ORCA calculation (ωB97M-V with the def2-TZVPD basis set) on C28H56O38S11 as an isolated structure.

Properties
HOMO: -10.4235 eV
LUMO: 0.0 eV
HOMO-LUMO gap: 0.3822 Ha

The geometry in ORCA input format:
```
! RIJCOSX wB97M-V def2-TZVPD def2/J DEFGRID3
* xyz 0 1
C 3.68333 -15.85487 18.18918
C 5.14083 -16.34434 18.21491
O 5.95577 -15.21804 17.64894
S 4.86321 -14.35344 16.77068
O 4.69783 -15.06730 15.58015
O 5.37981 -13.04690 16.83126
O 3.56065 -14.43005 17.62031
H 3.41321 -15.80502 19.24837
H 3.07504 -16.48345 17.55088
H 5.20342 -17.25232 17.64172
H 5.46144 -16.62226 19.27348
C 7.06095 -19.42394 12.29937
C 7.57055 -20.40413 11.23527
O 7.35949 -19.81170 9.93387
S 7.64033 -18.26294 10.12623
O 6.60299 -17.65543 9.36291
O 8.99652 -17.95463 9.94680
O 7.35091 -18.10262 11.77384
H 7.57341 -19.67182 13.25353
H 5.97164 -19.56579 12.57025
H 7.03733 -21.32929 11.28641
H 8.62299 -20.55009 11.49859
C 3.24555 -17.14209 12.88754
C 3.64448 -17.27272 11.49688
O 3.42084 -15.97148 10.77948
S 2.01782 -15.48590 11.44811
O 0.99692 -16.22522 10.83251
O 2.02577 -14.11812 11.59140
O 2.20757 -16.12224 12.93731
H 4.09852 -16.86198 13.50152
H 2.65956 -18.02944 13.10465
H 3.09381 -17.98991 10.89418
H 4.73094 -17.47787 11.49741
C 11.59171 -20.14748 12.44493
C 12.31075 -20.41157 13.74563
O 11.25957 -20.92725 14.73117
S 9.81054 -20.54990 14.09404
O 9.14316 -19.71277 15.04932
O 9.12755 -21.72523 13.64546
O 10.28650 -19.62944 12.84592
H 11.52244 -21.07676 11.89741
H 12.18097 -19.44387 11.85155
H 12.71523 -19.52656 14.21064
H 12.88630 -21.31517 13.65216
C 12.94666 -15.72258 18.48366
C 12.61134 -15.46840 17.02876
O 13.24945 -16.62720 16.20061
S 14.19953 -17.42393 17.27993
O 15.39001 -16.65917 17.37264
O 14.12568 -18.81614 17.02288
O 13.26760 -17.14418 18.58571
H 12.17445 -15.56440 19.23389
H 13.88453 -15.20917 18.69721
H 13.00331 -14.58147 16.60010
H 11.54874 -15.55933 16.80239
C 5.09749 -13.27125 10.87924
C 4.86119 -12.70293 12.30292
O 5.78457 -11.62572 12.44113
S 5.86212 -10.90088 11.03108
O 7.11571 -10.26236 10.82820
O 4.60455 -10.33625 10.74673
O 5.87213 -12.20306 10.12919
H 4.13396 -13.35352 10.43960
H 5.66800 -14.20423 10.70269
H 4.95952 -13.45653 13.03684
H 3.85720 -12.27641 12.41639
C 8.05368 -15.99344 15.28776
C 8.32905 -14.56700 15.13288
O 7.25705 -14.11316 14.16504
S 7.16533 -15.33994 13.05615
O 8.16219 -15.03439 12.07821
O 5.84745 -15.48443 12.71651
O 7.61117 -16.54554 14.07146
H 7.29599 -16.19943 16.06286
H 8.96119 -16.51893 15.51657
H 9.37277 -14.38633 14.85381
H 8.04787 -14.01017 16.03065
C 9.21968 -11.34635 12.74382
C 9.30716 -10.03736 13.40954
O 10.68127 -9.99313 13.92451
S 11.07269 -11.45516 14.40341
O 10.46876 -11.73683 15.63188
O 12.46981 -11.57306 14.23111
O 10.26594 -12.25583 13.32667
H 9.35896 -11.39796 11.67862
H 8.25877 -11.79127 12.97368
H 8.59703 -9.92419 14.19734
H 9.15173 -9.25977 12.71125
C 8.10074 -11.71179 19.58924
C 7.48459 -12.87915 20.27133
C 8.49454 -14.03896 20.39956
S 9.58667 -13.73630 19.09339
O 9.40627 -14.73194 18.08490
O 10.93325 -13.55083 19.64228
C 9.00227 -12.18134 18.48454
H 8.68585 -11.18033 20.33027
H 7.39602 -10.99048 19.19313
H 6.59645 -13.29443 19.73257
H 7.13616 -12.55293 21.26842
H 8.08309 -15.09127 20.23423
H 9.00336 -14.08699 21.37356
H 8.41313 -12.38854 17.58401
H 9.85521 -11.48806 18.45044
C 12.42668 -14.88518 10.87086
C 13.34212 -14.21498 11.90928
C 13.43164 -15.10029 13.22049
S 11.86266 -15.96767 13.18400
O 10.88102 -15.81346 14.19312
O 12.22787 -17.39449 12.94326
C 11.17312 -15.26837 11.63010
H 12.97993 -15.78043 10.38736
H 12.34317 -14.11350 10.10094
H 12.74762 -13.34696 12.31365
H 14.25436 -13.80798 11.51677
H 13.57955 -14.55856 14.16701
H 14.16919 -15.87580 13.07585
H 10.52215 -14.45437 11.98219
H 10.51599 -16.06686 11.26909
C 10.66476 -19.53908 18.44586
C 10.54232 -20.16814 19.81782
C 9.10184 -19.79324 20.23082
S 9.15225 -18.00765 19.88313
O 9.81203 -17.27829 20.89340
O 7.81166 -17.66908 19.49678
C 10.20534 -18.07876 18.44836
H 10.02928 -20.04628 17.70431
H 11.71719 -19.71699 18.08098
H 11.30889 -19.75535 20.46892
H 10.64621 -21.24799 19.84746
H 8.78297 -19.89334 21.26742
H 8.31016 -20.16811 19.53124
H 11.06442 -17.42953 18.66809
H 9.71803 -17.77707 17.53569
*
```

2.
ORCA calculation (ωB97M-V with the def2-TZVPD basis set) on C41H37F5P2PdS as an isolated structure.

Properties
HOMO (spin up / spin down): -6.1118 / -6.5390 eV
LUMO (spin up / spin down): -0.7 / -1.2 eV
energy above the lowest of the compared OMol25 structures with the same formula, charge and spin: 0.0000 eV
⟨S²⟩: 2.044
HOMO-LUMO gap (spin up / spin down): 0.1971 / 0.1979 Ha

The geometry in ORCA input format:
```
! RIJCOSX wB97M-V def2-TZVPD def2/J DEFGRID3
* xyz 0 3
Pd -0.06758 0.68422 0.35598
C -2.43002 0.98837 -3.12584
C -2.14025 -0.34150 -2.88466
C -1.25921 -1.14380 -3.81190
C 0.05210 -0.35917 -4.13141
C 0.70950 0.28796 -2.95812
C 0.32849 1.48188 -2.47476
C -0.35031 2.47548 -3.33494
C -1.69575 1.92564 -3.95962
C 1.63577 0.21861 1.82995
H -3.43597 1.33033 -2.82374
H -3.08239 -0.85973 -2.58317
H -1.79995 -1.27226 -4.78090
H -1.04908 -2.14777 -3.37126
H 0.75167 -1.05857 -4.61641
H -0.17972 0.40046 -4.90400
H 1.68893 -0.16936 -2.74675
H 0.71451 1.85062 -1.52548
H 0.32970 2.68950 -4.18501
H -0.53381 3.40899 -2.77249
H -2.34331 2.80951 -4.02681
H -1.52280 1.55590 -4.98697
H 1.10472 1.09178 2.30222
H 2.67756 0.58681 1.94914
H 1.52768 -0.68615 2.43804
P -1.37710 -0.82893 -0.79914
P 2.28295 -0.20003 0.08496
C 0.15659 -1.87158 -1.12630
C 1.45682 -1.55367 -0.84475
C -2.32161 -2.18210 0.06651
C -2.58089 -3.32349 -0.70479
C -3.39168 -4.34412 -0.19917
C -3.81383 -4.26624 1.13342
C -3.52065 -3.15200 1.93434
C -2.83100 -2.07892 1.36454
C -2.74902 0.55452 -0.41058
C -2.39177 1.90461 -0.34949
C -3.35084 2.87297 -0.55419
C -4.65910 2.53506 -0.89504
C -5.02186 1.18496 -0.83069
C -4.08810 0.20139 -0.50508
C 3.76276 -1.14025 0.64457
C 3.49318 -2.39587 1.21997
C 4.53827 -3.22632 1.61732
C 5.85826 -2.79967 1.46835
C 6.12991 -1.54269 0.93368
C 5.08908 -0.70409 0.53828
C 2.89615 1.48131 -0.43987
C 2.34081 2.65057 0.11114
C 2.66416 3.93303 -0.34223
C 3.71447 4.07265 -1.27780
C 4.34739 2.92236 -1.79750
C 3.86435 1.63703 -1.46762
H -0.00184 -2.76494 -1.74803
H 2.24830 -2.04663 -1.43275
H -2.14908 -3.40444 -1.69809
H -3.63099 -5.20876 -0.83515
H -4.37723 -5.09146 1.55787
H -3.77683 -3.14646 2.99350
H -2.65532 -1.14638 1.90503
H -1.35312 2.27533 -0.17398
H -3.09900 3.91925 -0.41298
H -5.40242 3.29237 -1.13768
H -6.04499 0.87992 -0.95877
H -4.38469 -0.83616 -0.37581
H 2.45749 -2.72439 1.33574
H 4.31854 -4.21838 2.00774
H 6.66334 -3.48354 1.68496
H 7.15961 -1.24185 0.78210
H 5.31192 0.27694 0.13273
H 1.61457 2.52768 0.91187
H 2.14141 4.80013 0.10072
H 4.06268 5.07186 -1.57847
H 5.23329 3.04133 -2.44668
H 4.25257 0.73250 -1.97812
F 0.04574 -0.48375 7.91765
C -0.22466 -0.15522 6.63357
C -0.36169 1.18695 6.26590
F -0.20755 2.15142 7.19994
C -0.80261 1.53429 4.99842
F -1.03302 2.82135 4.66257
C -1.08485 0.56455 4.01136
S -1.76431 0.95987 2.51020
C -0.92885 -0.78713 4.41437
F -1.16433 -1.79659 3.53817
C -0.55642 -1.14253 5.69423
F -0.63392 -2.44540 6.07394
*
```

3.
ORCA calculation (ωB97M-V with the def2-TZVPD basis set) on a 5-piece molecular cluster, C38H37Br2F35O11S overall.

Properties
HOMO: -9.4754 eV
LUMO: -0.8 eV
energy above the lowest of the compared OMol25 structures with the same formula, charge and spin: 0.0000 eV
HOMO-LUMO gap: 0.3193 Ha
SMILES: CCCOC[C@@](CC[C@](F)(Br)C(F)(F)Br)(OC(=O)c1ccccc1)OC(=O)S(C)(=O)=O.FC(F)C(F)(F)COC(F)(F)C(F)F.FC(F)C(F)(F)COC(F)(F)C(F)F.FC(F)C(F)(F)COC(F)(F)C(F)F.FC(F)C(F)(F)COC(F)(F)C(F)F

The geometry in ORCA input format:
```
! RIJCOSX wB97M-V def2-TZVPD def2/J DEFGRID3
* xyz 0 1
C -2.71614 -1.46195 4.26575
C -2.25868 -2.72584 3.39446
C -1.04419 -2.21144 2.50953
O -1.59149 -1.81752 1.23590
C -1.08770 -0.53516 0.81275
C -1.34984 -0.37060 -0.72430
C -2.70179 -1.08015 -1.13927
C -3.92015 -0.48070 -0.34121
C -4.99227 0.23519 -1.23872
F -4.47698 0.89222 -2.33402
Br -5.77703 1.66914 -0.07801
C -6.22592 -0.70473 -1.61342
F -6.65814 -1.43048 -0.53608
F -7.28221 0.14349 -1.91873
Br -5.75119 -1.80574 -3.15320
O -1.59716 1.04162 -0.95245
C -0.48095 1.67760 -1.51513
O 0.42299 1.97082 -0.78047
C -0.34466 2.07123 -2.98134
C -1.46429 2.41765 -3.85826
C -1.20589 2.81961 -5.23674
C 0.16446 2.89160 -5.73523
C 1.29322 2.52604 -4.88457
C 1.00798 2.12860 -3.51631
O -0.25879 -0.74860 -1.59065
C 0.50815 -1.78095 -1.10726
O 0.14839 -2.88968 -0.93327
S 2.29067 -1.42516 -0.63023
C 2.56868 -1.65815 1.16070
O 2.66260 -0.03510 -0.92624
O 3.21964 -2.27356 -1.39336
H -3.72980 -1.58468 4.70858
H -1.94580 -1.31901 5.07240
H -2.63940 -0.58176 3.57133
H -1.95992 -3.57580 4.05929
H -3.14356 -2.98463 2.75744
H -0.34278 -3.07477 2.31929
H -0.54200 -1.35410 3.02040
H -1.72513 0.22217 1.35388
H -0.03552 -0.33881 1.13763
H -2.61957 -2.19593 -1.04936
H -2.81570 -0.88394 -2.23962
H -4.36459 -1.32762 0.24915
H -3.61665 0.27045 0.43339
H -2.50371 2.37446 -3.45220
H -2.08139 3.08858 -5.86672
H 0.36378 3.22782 -6.77849
H 2.33946 2.56927 -5.25252
H 1.87295 1.85809 -2.86161
H 2.12669 -0.82630 1.77272
H 2.13927 -2.64675 1.45060
H 3.68104 -1.62286 1.31912
F 3.72761 -3.29432 -5.13905
C 2.89269 -3.81039 -4.21217
F 3.08043 -5.15654 -4.22976
C 1.42866 -3.48544 -4.50827
F 1.03035 -4.05333 -5.67140
F 0.67644 -4.06693 -3.52818
C 1.05534 -1.99223 -4.52475
O 0.98608 -1.35243 -5.79879
C 2.17152 -0.85670 -6.34225
F 3.14811 -0.90054 -5.41792
F 1.94896 0.45515 -6.58502
C 2.55777 -1.55390 -7.64765
F 2.71243 -2.88145 -7.47101
F 3.73790 -1.07448 -8.10967
H 3.18734 -3.44093 -3.22661
H 0.03097 -1.93571 -4.15008
H 1.64523 -1.40942 -3.81260
H 1.79313 -1.39837 -8.41230
F 4.91331 -2.59230 5.85625
C 4.67862 -2.10070 4.62691
F 3.34176 -2.22903 4.40761
C 5.45726 -2.84724 3.54366
F 5.06486 -4.13655 3.46498
F 5.12681 -2.27803 2.34201
C 6.99284 -2.79391 3.65435
O 7.63617 -3.91433 4.25675
C 7.73782 -3.94060 5.65035
F 7.37561 -2.74797 6.16088
F 9.05099 -4.08431 5.92980
C 6.96536 -5.10794 6.26791
F 5.65487 -5.05548 5.94992
F 7.04798 -5.06826 7.61847
H 4.91941 -1.03426 4.62266
H 7.36663 -2.79887 2.62882
H 7.34646 -1.85073 4.07451
H 7.36280 -6.06413 5.92034
F -8.47431 -0.72998 3.20683
C -7.41020 0.09377 3.13135
F -6.33579 -0.63011 3.54347
C -7.57353 1.33618 4.00566
F -7.64350 1.00191 5.31458
F -6.43784 2.08193 3.86723
C -8.75590 2.26012 3.65847
O -9.94476 2.10985 4.43322
C -10.85961 1.12833 4.04514
F -10.52136 0.63463 2.83922
F -12.04143 1.76109 3.87305
C -11.02752 0.03783 5.10516
F -9.85583 -0.57370 5.37436
F -11.88311 -0.91760 4.67016
H -7.24988 0.36564 2.08588
H -8.42103 3.27292 3.88914
H -8.97061 2.27505 2.58830
H -11.41496 0.45750 6.03628
F 4.97700 3.94160 -0.72972
C 4.15365 3.54264 -1.72093
F 4.69057 2.40797 -2.23555
C 4.01540 4.59740 -2.82034
F 5.19922 4.81519 -3.43841
F 3.18182 4.08337 -3.77167
C 3.41673 5.94956 -2.38963
O 4.33587 7.00739 -2.11525
C 4.89298 7.07639 -0.83704
F 4.26664 6.21463 -0.01413
F 4.61172 8.31342 -0.36889
C 6.41056 6.88247 -0.85283
F 6.75080 5.69212 -1.38699
F 6.90455 6.90717 0.40871
H 3.18019 3.28973 -1.28991
H 2.85070 6.31283 -3.24918
H 2.67659 5.84137 -1.59498
H 6.89662 7.66876 -1.43479
*
```

Number 1: DFT total energy -226926.5850 eV. Number 2: DFT total energy -89586.8789 eV. Number 3: DFT total energy -308556.4231 eV.